Entry from OMol25: C42H105N7O18STi2 as an isolated structure (wB97M-V/def2-TZVPD).

```
175
C42H105N7O18STi2 (wB97M-V/def2-TZVPD)
Ti -0.569 -4.261 -0.351
Ti -1.879 2.473 0.796
S -0.625 -0.296 -0.979
O -0.613 -1.090 -2.189
O -2.067 -0.128 -0.648
O -0.055 -1.052 0.111
O 0.006 1.032 -1.022
C -6.263 1.034 5.055
O -4.894 1.346 4.716
C -4.743 2.761 4.580
C -5.273 3.398 3.241
N -4.881 2.614 2.081
C -5.750 2.835 0.966
C -5.392 4.207 0.273
O -3.984 4.381 -0.024
C -3.536 4.364 -1.361
H -6.342 0.019 5.441
H -6.973 1.129 4.233
H -6.661 1.495 5.959
H -3.657 2.748 4.672
H -5.132 3.325 5.428
H -4.773 4.343 3.028
H -6.333 3.626 3.358
H -5.072 1.702 2.472
H -6.798 2.961 1.239
H -5.637 2.073 0.195
H -5.638 4.978 1.004
H -6.047 4.553 -0.526
H -4.355 4.440 -2.077
H -3.111 3.372 -1.510
H -2.963 5.236 -1.677
C 0.147 -7.615 1.464
O 0.690 -6.656 0.486
C 2.096 -6.261 0.725
C 2.602 -5.309 -0.405
N 1.863 -5.698 -1.602
C 2.512 -4.941 -2.673
C 2.114 -5.455 -4.090
O 2.580 -6.803 -4.140
C 2.856 -7.178 -5.509
H 0.965 -8.281 1.738
H -0.656 -8.299 1.192
H -0.144 -7.253 2.450
H 2.744 -7.134 0.806
H 2.127 -5.779 1.702
H 3.612 -5.713 -0.481
H 2.567 -4.273 -0.067
H 1.757 -6.697 -1.710
H 3.600 -4.883 -2.643
H 2.296 -3.873 -2.641
H 2.436 -4.676 -4.782
H 1.027 -5.519 -4.154
H 1.858 -7.333 -5.921
H 3.429 -8.091 -5.670
H 3.377 -6.399 -6.066
C 0.179 -3.257 -9.477
O -0.617 -3.404 -8.273
C -1.667 -2.431 -8.333
C -1.620 -1.702 -6.998
N -2.315 -0.410 -6.965
C -3.753 -0.586 -7.350
C -4.622 -0.948 -6.051
O -5.934 -1.568 -6.311
C -5.795 -2.918 -6.861
H 1.065 -3.874 -9.331
H 0.389 -2.276 -9.904
H -0.376 -3.881 -10.177
H -2.638 -2.921 -8.409
H -1.581 -1.689 -9.127
H -0.548 -1.515 -6.929
H -1.934 -2.384 -6.208
H -2.318 -0.173 -5.983
H -3.957 -1.143 -8.265
H -4.130 0.421 -7.528
H -4.844 -0.003 -5.555
H -4.224 -1.601 -5.274
H -5.058 -3.502 -6.309
H -5.612 -2.998 -7.933
H -6.747 -3.370 -6.583
C 1.076 7.295 -3.476
O 2.435 6.884 -3.084
C 2.446 5.746 -2.268
C 2.741 4.575 -3.282
N 1.531 3.961 -3.782
C 1.732 3.118 -5.005
C 2.694 1.883 -4.808
O 4.104 2.190 -4.877
C 4.960 1.030 -5.111
H 0.492 6.629 -4.111
H 1.171 8.238 -4.015
H 0.398 7.613 -2.684
H 1.594 5.635 -1.598
H 3.300 5.700 -1.592
H 3.376 3.826 -2.809
H 3.351 4.868 -4.137
H 1.275 3.308 -3.056
H 2.141 3.578 -5.904
H 0.734 2.896 -5.383
H 2.290 1.158 -5.515
H 2.499 1.431 -3.836
H 4.912 0.559 -6.094
H 4.681 0.280 -4.371
H 6.016 1.247 -4.948
C -2.723 -5.170 -2.140
O -3.373 -5.281 -0.890
C -4.253 -4.154 -0.560
C -4.377 -3.877 0.938
N -3.105 -3.367 1.627
C -3.241 -3.136 3.098
C -3.748 -4.308 3.906
O -5.154 -4.343 4.071
C -5.587 -5.269 4.929
H -2.095 -4.290 -2.280
H -3.268 -5.300 -3.075
H -1.948 -5.936 -2.141
H -5.295 -4.256 -0.860
H -3.963 -3.238 -1.075
H -4.650 -4.802 1.448
H -5.188 -3.197 1.198
H -2.948 -2.428 1.290
H -3.795 -2.208 3.237
H -2.273 -3.008 3.583
H -3.466 -4.127 4.943
H -3.271 -5.241 3.605
H -5.204 -5.079 5.932
H -5.388 -6.281 4.577
H -6.669 -5.238 5.050
C 7.313 4.198 8.157
O 7.607 3.575 6.865
C 8.040 2.228 6.929
C 8.445 1.661 5.438
N 7.585 0.495 5.245
C 7.855 -0.165 3.959
C 7.446 0.667 2.686
O 6.084 0.411 2.317
C 5.586 1.301 1.275
H 6.331 4.071 8.614
H 7.166 5.236 7.859
H 8.098 4.190 8.913
H 7.316 1.572 7.413
H 8.927 2.129 7.553
H 9.457 1.254 5.428
H 8.242 2.394 4.657
H 6.596 0.689 5.173
H 7.303 -1.105 3.962
H 8.923 -0.370 3.876
H 8.043 0.507 1.788
H 7.652 1.719 2.882
H 4.502 1.253 1.166
H 6.035 1.065 0.310
H 5.972 2.311 1.413
C -0.943 6.514 5.754
O -1.507 5.671 4.761
C -0.733 5.735 3.518
C 0.536 4.793 3.718
N -0.089 3.478 3.759
C 0.778 2.382 3.754
C 1.653 1.840 4.953
O 0.904 1.649 6.115
C 0.687 2.809 6.981
H 0.062 6.300 6.119
H -1.519 6.581 6.677
H -0.818 7.504 5.316
H -0.388 6.754 3.338
H -1.337 5.321 2.710
H 1.107 5.024 4.616
H 1.075 4.963 2.786
H -0.871 3.304 4.374
H 1.437 2.484 2.892
H 0.169 1.515 3.497
H 2.601 2.363 5.073
H 1.927 0.805 4.750
H 0.097 3.581 6.487
H 1.680 3.202 7.201
H 0.215 2.667 7.953
```

* spin multiplicity: 7
* HOMO-LUMO gap (spin up / spin down): 6.043 / 6.674 eV
* ⟨S²⟩: 12.0029
* LUMO (spin up / spin down): 0.44 / 0.06 eV